ORCA calculation (ωB97M-V/def2-TZVPD) on a 2-piece molecular cluster, C4H10OS overall.

As for the LUMO energy: 0.913 eV. Its net charge is 0. The orbital gap is 9.663 eV. Its SMILES is CC=O.CCS. Its spin multiplicity is 1. As for the highest occupied orbital energy: -8.75 eV.

Atoms and positions in Å:
C1 -0.82 1.22 -1.84
C2 -1.79 0.25 -1.27
S1 -2.15 0.77 0.50
H1 -1.32 2.17 -1.77
H2 -0.08 1.55 -1.04
H3 -0.22 1.05 -2.75
H4 -1.49 -0.87 -1.47
H5 -2.65 0.32 -1.90
H6 -1.52 1.92 0.48
O1 0.89 -0.30 0.20
C3 1.71 -0.44 1.12
C4 1.71 -1.69 1.92
H7 2.45 0.35 1.42
H8 2.74 -2.05 2.13
H9 1.19 -1.63 2.82
H10 1.36 -2.62 1.44

ORCA calculation (ωB97M-V/def2-TZVPD) on a 2-piece molecular cluster, C4H10OS overall.

As for the LUMO energy: 0.906 eV. Its net charge is 0. The orbital gap is 9.439 eV. Its SMILES is COSC.C=C. Its spin multiplicity is 1. As for the highest occupied orbital energy: -8.53 eV.

Atoms and positions in Å:
C1 -2.64 1.96 -1.42
C2 -2.64 1.41 -0.21
C3 2.26 -0.88 2.16
C4 0.95 -1.05 -1.34
O1 1.47 -0.27 1.22
S1 0.36 -1.16 0.39
H1 -3.28 1.61 -2.20
H2 -1.74 2.45 -1.80
H3 -3.35 0.71 0.10
H4 -1.83 1.67 0.44
H5 2.95 -0.07 2.61
H6 2.73 -1.83 1.80
H7 1.62 -1.27 3.10
H8 0.73 -2.03 -1.60
H9 0.31 -0.35 -1.75
H10 2.08 -0.89 -1.49

ORCA calculation (ωB97M-V/def2-TZVPD) on a 3-piece molecular cluster, C4H10OS2 overall.

As for the LUMO energy: -3.498 eV. Its net charge is 0. The orbital gap is 2.770 eV. Its spin multiplicity is 1. As for the highest occupied orbital energy: -6.27 eV.

Atoms and positions in Å:
C1 1.30 2.42 -0.24
C2 0.10 3.13 -0.26
O1 0.94 4.01 2.55
C3 2.54 2.65 -0.79
S1 -0.44 -1.23 -0.11
S2 -1.69 -2.79 -0.34
C4 -0.61 -4.16 -0.68
H1 2.84 3.61 -1.18
H2 1.13 1.45 0.23
H3 -0.72 2.53 0.11
H4 -0.09 3.96 -0.94
H5 0.54 3.86 1.69
H6 0.43 4.70 2.98
H7 3.13 1.75 -0.85
H8 -0.05 -4.03 -1.60
H9 0.10 -4.25 0.15
H10 -1.24 -5.05 -0.62

ORCA calculation (ωB97M-V/def2-TZVPD) on a 2-piece molecular cluster, C4H10OS2 overall.

As for the LUMO energy: 0.691 eV. Its net charge is 0. The orbital gap is 9.380 eV. Its SMILES is C1CSCSC1.O. Its spin multiplicity is 1. As for the highest occupied orbital energy: -8.69 eV.

Atoms and positions in Å:
S1 1.46 -0.70 0.45
S2 -0.45 -2.16 -1.48
C1 1.17 -1.38 -1.19
C2 0.13 0.56 0.38
C3 -1.40 -0.68 -1.33
C4 -1.18 -0.04 0.11
H1 1.23 -0.56 -1.93
H2 1.92 -2.14 -1.48
H3 0.06 1.18 1.29
H4 0.32 1.25 -0.47
H5 -1.15 0.06 -2.12
H6 -2.46 -0.96 -1.47
H7 -1.40 -0.91 0.77
H8 -1.89 0.77 0.37
O1 1.09 2.20 2.94
H9 1.02 2.14 1.96
H10 1.52 1.36 3.21

ORCA calculation (ωB97M-V/def2-TZVPD) on an isolated molecule of C4H10OS2.

As for the LUMO energy: 0.747 eV. Its net charge is 0. The orbital gap is 9.308 eV. Its SMILES is CSSCCCO. Its spin multiplicity is 1. As for the highest occupied orbital energy: -8.56 eV.

Atoms and positions in Å:
C1 0.47 1.61 -0.02
C2 0.54 1.86 -1.68
O1 -0.72 2.19 -2.29
C3 -0.85 0.84 0.27
S1 -0.50 -0.92 -0.48
S2 0.86 -1.52 0.97
C4 -0.07 -1.68 2.59
H1 1.29 0.87 0.11
H2 0.52 2.68 0.40
H3 1.23 2.75 -1.71
H4 0.72 0.79 -2.06
H5 -0.67 2.07 -3.26
H6 -1.74 1.27 -0.15
H7 -1.12 0.63 1.27
H8 -0.07 -0.70 3.17
H9 -1.15 -2.01 2.46
H10 0.41 -2.53 3.13

ORCA calculation (ωB97M-V/def2-TZVPD) on an isolated ion of composition C4H10P and charge +1.

As for the LUMO energy (spin up / spin down): -5.502 / -5.535 eV. Its net charge is +1. The orbital gap (spin up / spin down) is 8.943 / 8.947 eV. Its spin multiplicity is 1. As for the highest occupied orbital energy (spin up / spin down): -14.44 / -14.48 eV.

Atoms and positions in Å:
C1 1.23 0.17 1.22
C2 1.17 -0.10 -1.30
C3 -0.81 1.58 0.12
C4 -1.03 -1.54 -0.06
P1 0.00 -0.05 0.01
H1 1.65 -0.68 1.80
H2 1.55 1.18 1.24
H3 1.85 0.69 -1.49
H4 1.63 -1.02 -1.44
H5 -0.02 2.26 0.26
H6 -1.38 1.57 0.96
H7 -1.41 1.82 -0.68
H8 -0.21 -2.26 -0.17
H9 -1.42 -1.50 -1.01
H10 -1.77 -1.81 0.70

ORCA calculation (ωB97M-V/def2-TZVPD) on a 2-piece molecular cluster, C4H10P2 overall.

As for the LUMO energy (spin up / spin down): 0.705 / -2.116 eV. Its net charge is 0. The orbital gap (spin up / spin down) is 4.164 / 7.039 eV. Its spin multiplicity is 3. As for the highest occupied orbital energy (spin up / spin down): -3.46 / -9.15 eV.

Atoms and positions in Å:
C1 -2.39 1.33 -1.42
C2 -0.42 -1.53 0.01
C3 2.15 -0.20 0.20
C4 -0.10 0.84 1.57
P1 -2.79 1.18 -2.91
P2 0.36 0.10 0.12
H1 0.29 0.46 -1.27
H2 -2.11 1.43 -0.41
H3 -0.26 -2.03 0.96
H4 0.01 -2.11 -0.81
H5 -1.49 -1.42 -0.15
H6 2.48 -0.87 -0.60
H7 2.36 -0.64 1.18
H8 2.68 0.75 0.13
H9 -1.18 0.95 1.66
H10 0.42 1.77 1.74

ORCA calculation (ωB97M-V/def2-TZVPD) on an isolated molecule of C4H10P4.

As for the LUMO energy: 0.002 eV. Its net charge is 0. The orbital gap is 7.814 eV. Its spin multiplicity is 1. As for the highest occupied orbital energy: -7.81 eV.

Atoms and positions in Å:
C1 2.49 0.38 -0.05
C2 -2.43 -0.56 0.18
C3 1.81 1.69 -0.17
C4 -1.45 -1.60 -0.27
P1 1.34 -0.86 0.58
P2 -1.58 1.08 0.75
P3 -0.48 1.34 -1.11
P4 0.04 -0.92 -1.24
H1 3.07 0.23 -1.07
H2 3.40 0.30 0.58
H3 -3.37 -0.28 -0.50
H4 -2.98 -0.86 1.07
H5 1.49 2.22 0.85
H6 2.05 2.50 -0.78
H7 -0.81 -2.14 0.43
H8 -1.79 -2.35 -0.95
H9 2.15 -1.99 0.37
H10 -2.78 1.99 0.52

The following max |F| values (in eV/A) correspond, in order, to the records above: 3.66; 3.91; 1.52; 2.46; 3.42; 2.96; 4.33; 5.53.